[1]
Entry from OMol25: a cluster of 2 separate species, C5H10NO4P in total (ωB97M-V/def2-TZVPD).

total charge = -2
HOMO-LUMO gap = 5.86 eV
LUMO = 6.07 eV

XYZ file:
```
21
Properties=species:S:1:pos:R:3:forces:R:3:mulliken_charge:R:1
C 0.572 -1.136 0.209 2.55 -2.17 -2.24 -0.6633
C -2.721 -1.734 0.084 1.80 -2.54 -2.54 -1.1055
C 1.727 0.152 -1.762 -1.14 -0.54 1.20 -1.0896
C 0.598 1.376 -0.030 -0.80 -0.94 -1.59 -0.8936
C -3.041 -0.350 -0.291 -1.63 -0.45 1.71 0.2928
N 1.115 0.098 -0.467 -1.51 -0.79 1.41 0.2827
O -3.532 0.404 0.947 -1.60 -0.19 -1.88 -0.5338
O -5.109 1.518 -0.990 0.68 0.00 -0.36 -0.7878
O 1.086 -2.232 -0.321 -1.58 3.37 1.40 -0.5193
O -5.778 -0.730 -0.023 0.13 -0.63 -0.15 -0.7486
P -4.691 0.230 -0.360 -0.08 1.19 2.15 0.8092
H -2.017 -1.683 0.883 0.83 0.03 0.52 0.2951
H -3.496 -2.439 0.409 -0.37 0.59 -0.46 0.3357
H -2.087 -2.230 -0.846 -1.56 0.97 2.29 0.2084
H 2.029 -0.837 -1.898 -0.15 -2.26 -0.90 0.3658
H 0.954 0.463 -2.510 1.25 0.33 -0.04 0.3127
H 2.721 0.544 -1.654 0.38 1.76 -0.73 0.3182
H -0.168 1.808 -0.756 0.72 -0.26 0.62 0.2398
H 0.142 1.326 0.936 -0.19 -0.25 0.60 0.2427
H 1.475 1.964 -0.029 0.77 1.71 0.26 0.3923
H -2.193 0.143 -0.615 1.50 1.05 -1.25 0.2462
```
Positions in Å, forces in eV/Å.

[2]
Entry from OMol25: a cluster of 2 separate species, C5H10NOP in total (ωB97M-V/def2-TZVPD).

HOMO-LUMO gap (spin up / spin down) = 8.76 / 4.42 eV
LUMO (spin up / spin down) = 0.84 / -4.92 eV
multiplicity = 3

XYZ file:
```
18
Properties=species:S:1:pos:R:3:forces:R:3:mulliken_charge:R:1
C -3.172 -1.225 -0.616 -0.92 -0.83 -0.10 0.1050
C -0.897 2.244 0.061 0.67 -4.88 -0.32 -0.9852
C 0.360 -0.195 1.734 -0.80 -1.16 1.26 -1.1967
C 0.529 -1.860 -0.984 0.25 -0.31 1.17 -1.0317
C -0.306 1.082 -0.835 1.09 -0.34 2.16 -0.4404
N -2.310 -0.466 -0.583 0.14 0.36 0.23 -0.1535
O 2.237 0.147 -0.249 -0.43 -0.13 0.32 -0.7094
P 0.798 -0.226 -0.074 -0.09 1.02 -0.89 1.0670
H -1.156 2.967 -0.639 -0.60 1.85 -0.47 0.3873
H -0.086 2.424 0.761 -0.31 0.85 0.15 0.2736
H -1.773 1.746 0.599 0.86 1.11 -0.54 0.2205
H -0.638 -0.499 2.204 0.77 0.82 -1.45 0.3311
H 0.971 -0.886 2.313 0.64 -0.45 -0.55 0.3724
H 0.699 0.739 2.195 -0.34 0.25 -0.58 0.3481
H 1.437 -2.528 -0.884 -0.82 1.08 0.03 0.3136
H -0.320 -2.428 -0.579 0.11 0.24 -0.17 0.3212
H 0.359 -1.677 -2.047 0.02 0.21 0.15 0.3114
H -0.471 0.960 -1.884 -0.25 0.30 -0.44 0.4657
```
Positions in Å, forces in eV/Å.

[3]
Entry from OMol25: the ion C5H10NOS with charge -1 (ωB97M-V/def2-TZVPD).

SMILES = CCNC(=O)CC[S-]
total charge = -1
HOMO-LUMO gap = 5.81 eV
LUMO = 3.47 eV

XYZ file:
```
18
Properties=species:S:1:pos:R:3:forces:R:3:mulliken_charge:R:1
C 0.187 -0.038 -1.881 -4.56 -0.95 3.19 -0.8156
C -0.592 1.306 -1.223 3.84 -2.58 0.56 -0.8586
N -1.434 1.108 -0.043 0.36 0.07 -0.36 -0.2160
C -1.061 -0.010 0.739 -1.64 -2.15 -0.90 0.1451
O -1.878 -0.958 0.850 1.82 2.29 0.58 -0.6348
C 0.383 -0.016 1.224 -0.92 2.13 -0.69 -0.4304
C 0.943 -1.358 1.637 3.60 0.95 1.42 -0.6568
S 2.607 -1.841 0.857 -0.87 0.26 -0.29 -0.7020
H 0.238 -0.074 -2.927 -0.53 0.14 -1.57 0.3790
H 1.132 -0.274 -1.535 2.15 0.37 1.16 0.2912
H -0.389 -0.986 -1.420 0.90 1.87 -1.59 0.2156
H -0.944 1.827 -2.037 -1.95 1.09 -1.40 0.5188
H 0.249 1.895 -0.912 0.48 0.58 0.19 0.3031
H -2.424 1.214 -0.207 -0.02 -0.68 -0.07 0.2818
H 0.932 0.784 0.614 -0.10 -2.03 0.06 0.3120
H 0.399 0.627 2.099 -0.69 0.06 0.70 0.4424
H 0.214 -2.166 1.452 0.32 0.51 0.98 0.2841
H 1.439 -1.041 2.712 -2.19 -1.93 -1.97 0.1411
```
Positions in Å, forces in eV/Å.

[4]
Entry from OMol25: a cluster of 2 separate species, C5H10NOS in total (ωB97M-V/def2-TZVPD).

total charge = +1
HOMO-LUMO gap = 10.33 eV
LUMO = -3.53 eV

XYZ file:
```
18
Properties=species:S:1:pos:R:3:forces:R:3:mulliken_charge:R:1
C 2.554 0.629 0.019 -0.50 1.73 -0.10 0.8213
C -0.446 0.649 -0.808 -0.12 -2.04 0.66 -0.7571
C -0.487 -0.531 -0.084 0.85 4.44 -0.13 0.7243
C -0.707 -0.691 1.398 -0.23 -4.43 -4.25 -1.4589
C -0.388 -1.812 -0.739 0.24 -0.67 -2.56 -1.2232
N -0.470 1.996 -0.176 2.43 1.71 -0.33 -0.2732
O 2.438 1.774 -0.141 0.24 0.22 -0.14 -0.4774
S 2.516 -0.863 0.269 0.96 -1.96 0.38 -0.2918
H -0.363 0.693 -1.910 -0.05 -0.01 0.90 0.3224
H -0.055 -1.553 1.664 -0.94 0.36 0.20 0.2881
H -1.761 -0.941 1.315 -0.27 -0.77 0.86 0.4180
H -0.628 -0.025 2.103 0.78 4.43 3.34 0.6784
H -0.249 -1.672 -1.827 -0.86 -0.12 0.22 0.3726
H -1.265 -2.385 -0.473 -0.19 -0.46 -0.30 0.3574
H 0.501 -2.410 -0.578 0.13 0.01 1.05 0.3247
H -0.445 1.973 0.854 -0.51 -0.26 -0.34 0.3553
H -1.234 2.616 -0.510 0.38 -0.60 0.37 0.3812
H 0.490 2.553 -0.376 -2.33 -1.59 0.17 0.4381
```
Positions in Å, forces in eV/Å.

[5]
Entry from OMol25: the ion C5H10NS with charge +1 (ωB97M-V/def2-TZVPD).

total charge = +1
HOMO-LUMO gap (spin up / spin down) = 7.76 / 8.11 eV
LUMO (spin up / spin down) = -4.92 / -4.77 eV

XYZ file:
```
17
Properties=species:S:1:pos:R:3:forces:R:3:mulliken_charge:R:1
C 0.430 -0.705 0.172 0.09 -2.02 -0.82 0.5585
C 1.524 -1.430 -0.057 -0.28 0.39 0.85 -0.9387
C 0.359 0.681 0.527 -2.01 2.26 0.07 0.1741
C -1.637 0.131 -0.616 1.36 0.72 1.28 -0.4116
C 1.403 1.658 0.047 2.28 -3.99 -1.76 -1.5087
N -0.951 -1.214 -0.232 -0.14 0.32 0.94 -0.1157
S -3.355 0.291 -0.096 0.91 0.02 -0.66 -0.1334
H 1.514 -2.468 -0.318 -0.16 -0.38 -0.39 0.3036
H 2.497 -1.031 0.217 -0.20 0.12 -0.23 0.2888
H -0.086 0.984 1.508 0.14 -0.55 -0.96 0.2846
H -1.361 0.470 -1.655 -0.67 -0.68 1.19 0.3326
H 1.947 1.415 -0.951 -1.25 -0.13 1.58 0.3245
H 2.226 1.782 0.738 0.40 -0.82 0.78 0.4187
H 1.221 2.635 -0.028 -2.17 3.85 -0.34 0.4922
H -0.856 -1.857 -1.018 -0.14 -0.10 -0.12 0.3490
H -1.545 -1.733 0.495 1.19 1.05 -0.91 0.3983
H -3.329 0.391 1.266 0.65 -0.08 -0.51 0.1833
```
Positions in Å, forces in eV/Å.

[6]
Entry from OMol25: the ion C5H10NS with charge +1 (ωB97M-V/def2-TZVPD).

total charge = +1
HOMO-LUMO gap = 7.50 eV
LUMO = -5.59 eV

XYZ file:
```
17
Properties=species:S:1:pos:R:3:forces:R:3:mulliken_charge:R:1
C 0.104 0.429 -0.537 -1.93 -2.00 1.28 0.2450
C -0.357 1.825 -0.722 0.95 2.50 -2.22 -0.8789
C -1.316 -0.146 -0.574 0.32 4.07 -1.90 0.2457
C -1.820 -1.438 -0.647 2.56 -2.96 -1.89 -1.1371
C 0.575 0.222 0.933 0.23 0.02 -0.67 -0.7426
N 1.927 0.621 0.944 1.47 -0.47 -1.29 -0.4132
S -2.162 1.345 -0.729 1.97 -1.06 0.71 0.0627
H 0.777 0.018 -1.298 -0.10 -0.06 0.32 0.5848
H -0.053 2.148 -1.744 -0.77 -0.12 0.38 0.3537
H -2.769 -1.628 -1.015 -2.00 0.27 -0.80 0.4643
H -1.826 -1.761 0.344 0.14 -1.13 2.14 0.3972
H -1.084 -2.144 -1.229 -1.15 1.27 1.22 0.3054
H 0.314 -0.788 1.267 0.36 -0.08 0.17 0.2858
H 0.095 2.652 -0.127 -0.96 -0.85 0.35 0.4393
H -0.037 0.934 1.450 -0.22 0.21 0.92 0.4179
H 2.440 1.088 1.656 -0.46 0.15 0.90 0.1861
H 2.560 0.041 0.391 -0.43 0.23 0.39 0.1838
```
Positions in Å, forces in eV/Å.

[7]
Entry from OMol25: a structure of composition C5H10NS (ωB97M-V/def2-TZVPD).

total charge = +1
HOMO-LUMO gap = 8.89 eV
LUMO = -3.79 eV

XYZ file:
```
17
Properties=species:S:1:pos:R:3:forces:R:3:mulliken_charge:R:1
C 0.602 1.581 -0.290 1.72 -1.02 -1.14 -0.2972
C 1.144 0.488 -0.834 -0.73 -0.07 1.87 -0.4769
C -0.545 1.400 0.569 -3.34 1.52 -0.77 -0.6443
C 0.442 -0.778 -0.531 -2.74 1.19 0.55 -0.3763
C -1.082 0.000 0.539 1.56 -1.41 -4.92 -0.2636
N 1.043 -1.748 0.416 -0.37 0.48 4.04 -0.3907
S -2.663 -0.414 -0.322 0.05 1.22 -0.69 -0.1781
H 0.995 2.532 -0.592 -0.03 0.55 0.37 0.4355
H 2.007 0.519 -1.421 1.10 0.05 -1.13 0.5171
H -0.433 1.778 1.555 0.39 0.29 1.04 0.3475
H -1.350 2.089 0.125 0.80 -0.85 0.76 0.2772
H 0.225 -1.294 -1.478 -0.54 -0.21 0.65 0.3868
H -1.100 -0.655 1.364 0.02 -0.28 1.34 0.3607
H 1.408 -1.244 1.291 -0.44 -0.45 -1.57 0.4169
H 1.789 -2.333 0.156 1.72 -0.73 -1.30 0.3380
H 0.405 -2.450 0.870 -0.17 0.88 -0.97 0.3560
H -2.885 0.528 -1.417 1.00 -1.16 1.87 0.1912
```
Positions in Å, forces in eV/Å.

[8]
Entry from OMol25: the ion C5H10O with charge -1 (ωB97M-V/def2-TZVPD).

total charge = -1
HOMO-LUMO gap (spin up / spin down) = 3.56 / 7.30 eV
LUMO (spin up / spin down) = 4.27 / 4.21 eV
multiplicity = 2

XYZ file:
```
16
Properties=species:S:1:pos:R:3:forces:R:3:mulliken_charge:R:1
O -0.166 0.146 2.089 -0.49 3.20 2.71 -0.6959
C -0.022 -0.945 1.529 1.76 1.15 -3.32 -0.8331
C 0.683 -0.839 0.222 -0.39 -1.10 -1.47 -0.4712
C -0.165 -0.052 -0.871 0.21 -1.00 -3.09 0.6194
C -1.001 1.085 -0.391 0.19 4.17 2.57 -1.3847
C 0.663 0.406 -2.097 2.46 -5.51 -0.31 -1.4295
H -0.382 -1.783 1.919 -1.47 -4.17 1.54 0.6885
H 1.607 -0.278 0.451 -0.03 0.26 -0.47 0.2255
H 0.992 -1.828 -0.279 -0.43 1.11 0.70 0.2946
H -0.859 -0.724 -1.491 0.43 0.04 1.84 -0.0999
H -1.421 1.957 -1.065 1.43 -1.79 0.41 0.2854
H -0.590 1.640 0.663 -0.72 -1.64 -3.11 0.2224
H -1.889 0.666 -0.049 -1.76 -0.74 1.01 0.5109
H 0.255 0.241 -3.104 -0.51 0.50 0.47 0.3579
H 1.008 1.327 -1.929 1.46 3.84 0.15 0.4820
H 1.664 -0.316 -2.183 -2.13 1.69 0.36 0.2277
```
Positions in Å, forces in eV/Å.

[9]
Entry from OMol25: the molecule C5H10O (ωB97M-V/def2-TZVPD).

SMILES = CC[C@@]1(C)CO1
HOMO-LUMO gap = 11.15 eV
LUMO = 1.04 eV

XYZ file:
```
16
Properties=species:S:1:pos:R:3:forces:R:3:mulliken_charge:R:1
C 2.012 -0.141 0.249 -0.13 0.06 -0.15 -1.1901
C 0.852 0.678 -0.356 -0.04 -0.16 -0.28 -0.4193
C -0.566 0.090 -0.217 -0.40 -0.17 0.78 1.2152
C -0.849 -1.254 0.486 -0.04 0.28 -0.25 -1.3827
C -1.735 0.995 -0.272 0.09 0.12 0.46 -0.8171
O -1.338 0.274 -1.423 0.24 0.03 -0.08 -0.5030
H 1.930 -1.191 -0.060 0.04 0.19 0.16 0.2968
H 2.059 -0.099 1.346 -0.18 -0.03 -0.29 0.2896
H 2.983 0.213 -0.127 -0.33 0.04 0.08 0.3672
H 0.949 0.707 -1.448 0.38 0.05 0.17 0.2901
H 0.893 1.736 -0.038 -0.12 -0.50 0.09 0.3119
H -0.102 -2.047 0.345 -0.14 0.36 -0.15 0.3223
H -1.021 -1.148 1.569 0.24 0.19 -0.34 0.2567
H -1.795 -1.574 0.046 0.09 -0.25 0.12 0.4299
H -1.570 2.076 -0.233 0.02 -0.24 -0.38 0.2630
H -2.702 0.685 0.135 0.29 0.00 0.05 0.2694
```
Positions in Å, forces in eV/Å.

[10]
Entry from OMol25: the molecule C5H10O (ωB97M-V/def2-TZVPD).

SMILES = CC[C@H]1CCO1
HOMO-LUMO gap = 10.72 eV
LUMO = 1.19 eV

XYZ file:
```
16
Properties=species:S:1:pos:R:3:forces:R:3:mulliken_charge:R:1
C 2.177 -0.089 -0.433 0.03 -0.03 -0.04 -1.1219
C 1.031 0.526 0.368 -0.03 0.03 0.04 -0.5072
C -0.291 0.465 -0.369 0.32 -0.03 -0.12 0.2461
C -1.090 -0.851 -0.350 0.04 -0.13 0.00 -0.6598
C -2.228 0.033 0.175 -0.32 -0.20 0.02 -0.3322
O -1.345 1.153 0.332 -0.01 0.14 0.06 -0.4642
H 1.968 -1.133 -0.698 0.01 0.15 0.05 0.3024
H 2.348 0.463 -1.365 -0.04 -0.09 0.13 0.3194
H 3.110 -0.072 0.138 -0.14 -0.01 -0.09 0.3439
H 0.918 0.016 1.333 0.00 0.07 -0.12 0.2697
H 1.247 1.579 0.592 -0.03 -0.12 -0.04 0.2885
H -0.177 0.878 -1.385 -0.01 -0.04 0.13 0.2962
H -0.714 -1.567 0.387 -0.04 0.11 -0.12 0.2417
H -1.251 -1.356 -1.305 0.02 0.10 0.15 0.2991
H -2.693 -0.259 1.124 0.08 0.04 -0.14 0.2545
H -3.016 0.238 -0.562 0.12 -0.01 0.10 0.2238
```
Positions in Å, forces in eV/Å.

[11]
Entry from OMol25: the molecule C5H10O (ωB97M-V/def2-TZVPD).

SMILES = C[C@H]1CCOC1
HOMO-LUMO gap = 10.37 eV
LUMO = 1.13 eV

XYZ file:
```
16
Properties=species:S:1:pos:R:3:forces:R:3:mulliken_charge:R:1
C 1.909 0.420 0.184 0.02 -0.09 -0.16 -1.5490
C 0.390 0.419 0.043 -0.07 -0.06 0.10 0.4875
C -0.384 -0.267 -1.116 -0.61 0.44 -0.02 -0.8167
C -1.868 -0.055 -0.326 0.47 0.08 -0.76 -0.2809
O -1.628 -0.271 1.055 0.06 0.10 -0.08 -0.4341
C -0.247 -0.522 1.072 0.37 -0.10 0.29 -0.5687
H 2.424 0.902 -0.650 -0.07 -0.08 -0.01 0.3663
H 2.172 0.977 1.096 -0.09 -0.16 -0.26 0.3855
H 2.312 -0.593 0.307 -0.07 0.08 -0.14 0.3201
H 0.030 1.453 0.119 0.02 -0.20 0.35 0.2273
H -0.491 0.204 -2.090 0.14 0.59 0.09 0.3050
H 0.230 -1.179 -1.327 -1.47 0.01 0.30 0.2764
H -2.884 -0.467 -0.497 1.01 -0.44 -0.82 0.3209
H -1.954 1.024 -0.504 -0.22 -0.04 0.01 0.2249
H 0.134 -0.560 2.091 0.01 0.23 -0.02 0.4298
H -0.145 -1.484 0.542 0.51 -0.37 1.14 0.3057
```
Positions in Å, forces in eV/Å.

[12]
Entry from OMol25: a cluster of 2 separate species, C5H10O in total (ωB97M-V/def2-TZVPD).

HOMO-LUMO gap = 8.44 eV
LUMO = -0.50 eV

XYZ file:
```
16
Properties=species:S:1:pos:R:3:forces:R:3:mulliken_charge:R:1
C 2.386 -0.513 -0.298 0.06 -0.03 -0.05 -1.2079
C 1.110 -0.005 0.378 -0.01 0.06 -0.07 0.0580
C 0.203 0.719 -0.524 0.14 0.09 0.27 -0.5015
C -2.368 -0.932 0.024 -0.03 -0.02 0.03 -1.0553
C -0.493 1.878 -0.123 0.29 0.14 -0.11 0.1869
O 0.298 2.829 -0.074 -0.36 -0.31 0.03 -0.4932
H 2.991 0.338 -0.627 -0.08 -0.15 0.05 0.3182
H 2.985 -1.113 0.395 -0.11 0.09 -0.12 0.3485
H 2.140 -1.115 -1.178 0.05 0.08 0.14 0.3324
H 0.488 -0.870 0.679 0.00 0.10 -0.04 0.2199
H 1.333 0.547 1.303 -0.07 -0.02 -0.14 0.3285
H -1.675 -0.565 -0.741 -0.14 -0.07 0.10 0.2429
H -2.172 -0.451 0.988 -0.02 -0.08 -0.17 0.2631
H -3.391 -0.709 -0.287 0.14 -0.03 0.05 0.3148
H -2.245 -2.013 0.127 -0.01 0.16 -0.02 0.3022
H -1.589 1.975 -0.042 0.16 -0.01 0.04 0.3426
```
Positions in Å, forces in eV/Å.